{
  "formula": "C31H28AsCl2HfN7O8STe",
  "method": "the ωB97M-V functional and the def2-TZVPD basis",
  "symbols": ["Hf", "Cl", "C", "C", "C", "N", "C", "O", "C", "C", "C", "C", "C", "N", "C", "C", "C", "Cl", "N", "C", "O", "C", "C", "C", "C", "C", "N", "H", "H", "H", "H", "H", "H", "H", "H", "H", "H", "O", "As", "O", "O", "C", "C", "C", "C", "C", "C", "S", "O", "O", "O", "H", "H", "H", "H", "H", "C", "C", "N", "C", "N", "C", "C", "C", "N", "C", "H", "H", "H", "H", "H", "H", "H", "H", "H", "H", "H", "H", "H", "Te"],
  "xyz": [[1.315, -0.770, 0.403], [5.906, -0.161, 5.115], [5.009, 0.115, 3.652], [3.630, -0.006, 3.686], [2.890, 0.259, 2.546], [1.499, 0.112, 2.456], [0.741, 0.618, 3.438], [1.089, 1.342, 4.371], [-0.690, 0.174, 3.336], [-1.621, 0.594, 4.282], [-2.893, 0.056, 4.244], [-3.180, -0.892, 3.270], [-2.190, -1.233, 2.364], [-0.973, -0.704, 2.380], [3.541, 0.685, 1.367], [4.929, 0.749, 1.330], [5.656, 0.465, 2.475], [7.388, 0.577, 2.418], [2.660, 1.047, 0.347], [3.003, 2.005, -0.528], [4.076, 2.605, -0.617], [1.856, 2.452, -1.406], [2.117, 3.328, -2.457], [1.061, 3.802, -3.210], [-0.215, 3.333, -2.926], [-0.370, 2.439, -1.879], [0.630, 2.046, -1.098], [3.126, -0.303, 4.594], [-1.308, 1.316, 5.023], [-3.644, 0.354, 4.966], [-4.150, -1.371, 3.223], [-2.358, -1.991, 1.606], [5.431, 1.036, 0.421], [3.144, 3.611, -2.639], [1.229, 4.520, -4.004], [-1.068, 3.644, -3.516], [-1.339, 2.010, -1.649], [2.287, -0.202, -2.983], [0.974, -1.342, -2.551], [0.055, -1.178, -3.910], [0.251, -0.684, -1.169], [1.559, -3.143, -2.295], [1.708, -3.905, -3.446], [2.138, -5.217, -3.397], [2.469, -5.752, -2.128], [2.331, -5.048, -0.976], [1.813, -3.673, -0.949], [3.100, -2.595, -0.087], [3.006, -1.290, -0.818], [4.410, -3.188, -0.084], [2.633, -2.165, 1.287], [2.082, 0.039, -3.896], [1.452, -3.416, -4.380], [2.235, -5.809, -4.297], [2.857, -6.765, -2.069], [2.633, -5.465, -0.024], [-3.865, 3.485, -0.351], [-2.796, 3.266, 0.711], [-2.488, 1.850, 0.857], [-2.969, 0.884, -0.021], [-2.249, -0.137, -0.270], [-2.797, -1.124, -1.179], [-4.303, -1.276, -0.979], [-4.968, 0.074, -1.210], [-4.246, 1.113, -0.502], [-4.898, 2.372, -0.232], [-3.415, 3.435, -1.346], [-4.329, 4.465, -0.226], [-3.162, 3.641, 1.674], [-1.896, 3.832, 0.454], [-1.524, 1.647, 1.082], [-2.281, -2.070, -1.007], [-2.574, -0.826, -2.212], [-4.481, -1.596, 0.052], [-4.717, -2.022, -1.658], [-6.004, 0.058, -0.850], [-4.988, 0.296, -2.286], [-5.341, 2.385, 0.777], [-5.703, 2.506, -0.958], [0.077, -3.319, 0.469]],
  "forces_ev_per_a": [[-0.96, 2.73, 3.80], [0.06, -0.08, 0.15], [-0.09, 0.00, -0.08], [-0.01, -0.06, -0.14], [0.45, 0.64, 0.05], [0.13, 0.00, 0.29], [0.12, 0.06, -0.19], [-0.05, -0.09, 0.05], [-0.27, -0.19, 0.10], [0.06, 0.10, 0.05], [0.03, -0.05, -0.16], [0.01, 0.04, 0.15], [-0.02, -0.25, -0.14], [0.01, 0.31, 0.09], [0.09, 0.47, 0.50], [-0.01, -0.09, 0.07], [-0.15, -0.03, 0.00], [0.15, 0.03, -0.04], [0.17, 0.15, -0.37], [-0.13, 0.01, 0.30], [-0.02, -0.06, -0.10], [-0.08, 0.16, -0.01], [0.07, -0.01, -0.01], [0.04, -0.09, 0.10], [0.02, 0.03, -0.08], [-0.12, 0.03, 0.02], [0.05, 0.02, 0.02], [0.04, 0.04, 0.05], [0.02, -0.02, 0.01], [0.00, 0.01, 0.00], [0.00, -0.01, -0.05], [-0.04, 0.08, -0.07], [0.02, 0.04, 0.02], [0.00, 0.04, 0.02], [-0.02, -0.06, -0.05], [-0.04, -0.04, 0.03], [-0.02, -0.01, -0.01], [0.20, 0.01, 0.32], [-0.06, -1.00, -3.40], [-0.25, -0.07, 0.21], [-0.51, 0.56, -1.54], [-0.03, 0.70, 0.30], [-0.02, 0.05, 0.12], [0.00, -0.02, -0.27], [-0.12, 0.12, 0.07], [0.01, -0.16, 0.05], [0.15, 0.12, -0.08], [2.61, -1.96, 0.29], [-0.42, -0.13, -0.31], [-0.20, 0.17, -0.03], [0.63, -0.74, -0.26], [-0.28, -0.06, 0.08], [-0.02, -0.14, -0.06], [0.01, 0.01, 0.00], [0.00, -0.02, 0.04], [-0.07, -0.12, -0.03], [-0.04, -0.12, 0.13], [-0.10, 0.08, 0.10], [0.04, 0.03, -0.01], [-0.06, -0.26, -0.11], [-0.24, 0.38, 0.03], [-0.03, 0.04, 0.02], [0.18, 0.17, -0.05], [0.03, -0.15, -0.01], [-0.01, 0.12, 0.01], [0.14, 0.02, -0.02], [-0.05, 0.02, -0.03], [0.04, 0.02, 0.01], [0.02, 0.07, -0.05], [0.02, -0.04, 0.03], [0.03, 0.00, -0.04], [0.03, 0.01, -0.04], [0.01, -0.09, -0.02], [-0.07, -0.06, -0.02], [-0.05, -0.01, 0.02], [0.02, 0.04, -0.03], [-0.06, -0.01, 0.02], [-0.07, 0.04, -0.05], [0.01, -0.01, 0.01], [-0.93, -1.47, 0.25]],
  "largest_force_ev_per_a": 4.78,
  "total_energy_ev": -164736.448,
  "e_above_lowest_kj_mol": 433.14,
  "charge": -2,
  "lumo_ev": 3.830
}


{
  "formula": "C31H28AuN4O6S",
  "method": "the ωB97M-V functional and the def2-TZVPD basis",
  "symbols": ["Au", "O", "C", "O", "C", "C", "C", "C", "C", "C", "N", "C", "C", "C", "C", "C", "C", "N", "H", "H", "H", "H", "H", "H", "H", "H", "H", "H", "C", "C", "C", "C", "C", "C", "C", "C", "N", "H", "H", "H", "H", "H", "H", "C", "C", "C", "C", "C", "C", "C", "S", "O", "O", "N", "C", "C", "C", "O", "O", "H", "H", "H", "H", "H", "H", "H", "H", "H", "H", "H", "H"],
  "xyz": [[0.325, -1.010, -0.897], [-1.740, 5.151, -5.136], [-2.531, 4.865, -4.131], [-3.438, 5.571, -3.782], [-2.280, 3.569, -3.392], [-1.061, 3.300, -2.779], [-0.879, 2.123, -2.080], [-1.925, 1.207, -1.956], [-3.148, 1.480, -2.579], [-3.324, 2.657, -3.279], [-1.711, 0.043, -1.227], [-2.640, -0.527, -0.566], [-2.440, -1.782, 0.130], [-3.491, -2.372, 0.828], [-3.270, -3.557, 1.506], [-2.006, -4.121, 1.464], [-1.013, -3.476, 0.741], [-1.227, -2.345, 0.093], [-1.037, 4.487, -5.360], [-0.258, 4.019, -2.837], [0.057, 1.904, -1.589], [-3.952, 0.761, -2.534], [-4.276, 2.879, -3.739], [-3.634, -0.089, -0.482], [-4.461, -1.901, 0.835], [-4.068, -4.027, 2.058], [-1.790, -5.034, 1.994], [-0.011, -3.878, 0.685], [2.095, -1.844, -1.784], [1.897, -0.780, -2.718], [1.007, -0.942, -3.821], [0.693, 0.111, -4.631], [1.280, 1.368, -4.404], [2.266, 1.517, -3.413], [2.574, 0.465, -2.594], [0.765, 2.473, -5.089], [0.230, 3.369, -5.572], [2.953, -1.781, -1.132], [1.858, -2.847, -2.113], [0.562, -1.909, -3.989], [-0.009, 0.000, -5.443], [2.764, 2.467, -3.300], [3.315, 0.574, -1.817], [5.004, -2.507, 3.878], [3.572, -2.087, 3.868], [2.945, -1.679, 5.045], [1.623, -1.272, 5.036], [0.928, -1.289, 3.845], [1.519, -1.706, 2.664], [2.838, -2.111, 2.683], [-0.767, -0.764, 3.852], [-1.436, -1.225, 2.663], [-1.339, -1.077, 5.120], [-0.751, 0.921, 3.717], [-1.227, 1.566, 2.545], [-0.196, 2.316, 1.707], [0.957, 1.261, 1.402], [1.548, 0.895, 2.397], [1.040, 0.959, 0.204], [5.511, -2.144, 4.768], [5.522, -2.134, 2.997], [5.070, -3.595, 3.859], [3.496, -1.680, 5.973], [1.120, -0.959, 5.937], [0.937, -1.707, 1.754], [3.311, -2.431, 1.767], [-0.162, 1.433, 4.351], [-1.997, 2.299, 2.831], [-1.704, 0.774, 1.957], [0.255, 3.154, 2.243], [-0.634, 2.646, 0.766]],
  "forces_ev_per_a": [[-0.27, 0.79, -0.46], [0.70, 0.30, -0.78], [-0.60, -0.41, 0.86], [0.14, -0.01, -0.24], [0.11, 0.11, -0.05], [-0.31, -0.03, -0.06], [-0.11, -0.29, 0.10], [-0.20, 1.18, -0.73], [0.19, -0.20, 0.16], [0.10, 0.06, 0.04], [0.33, -1.13, 1.07], [-0.21, 0.55, -0.31], [-0.39, -0.54, 0.44], [0.35, 0.19, -0.32], [0.24, -0.10, -0.08], [-0.22, 0.22, -0.02], [0.21, -0.41, 0.17], [0.70, 0.34, -0.68], [-0.69, 0.42, 0.35], [0.10, 0.09, -0.01], [0.13, 0.04, 0.21], [-0.10, -0.07, -0.01], [-0.06, 0.02, -0.05], [-0.01, 0.06, -0.10], [-0.08, 0.10, 0.01], [-0.05, -0.04, 0.07], [0.11, -0.10, 0.01], [0.00, -0.04, 0.06], [0.05, -0.11, 0.41], [-0.11, 0.31, -0.33], [-0.05, -0.29, 0.60], [0.03, 0.56, -0.32], [0.42, -1.62, 1.03], [-0.04, 0.22, -0.36], [-0.13, -0.21, 0.33], [-0.59, 1.42, -0.97], [0.66, -0.67, 0.02], [0.02, 0.08, 0.25], [-0.20, -0.13, 0.09], [-0.09, -0.16, -0.05], [-0.11, -0.04, -0.02], [0.01, 0.09, 0.08], [0.01, 0.09, 0.17], [0.09, -0.17, -0.03], [-0.23, 0.14, 0.17], [0.11, 0.01, -0.28], [-0.08, -0.08, -0.01], [-0.70, -0.25, -0.05], [0.02, -0.32, 0.23], [-0.20, 0.06, 0.13], [0.22, 2.11, 0.32], [0.23, -0.19, -0.28], [0.23, -0.25, 0.32], [-0.31, -1.93, 0.66], [-0.80, 0.83, -0.54], [1.23, -1.09, -0.40], [-1.87, 2.69, 3.25], [1.23, -0.35, -0.51], [0.62, -1.99, -3.74], [0.08, -0.02, 0.01], [0.09, 0.05, -0.03], [0.10, -0.05, 0.05], [0.10, 0.03, 0.09], [0.00, 0.00, 0.16], [0.02, 0.04, -0.06], [0.13, -0.05, -0.12], [0.17, -0.18, 0.11], [-0.08, -0.27, -0.08], [-0.03, 0.40, -0.07], [-0.15, -0.02, 0.02], [-0.16, 0.19, 0.12]],
  "largest_force_ev_per_a": 4.62,
  "total_energy_ev": -65365.436,
  "e_above_lowest_kj_mol": 146.65,
  "charge": 1,
  "lumo_ev": -6.584
}


{
  "formula": "C31H28BaF8N2O5S2Si",
  "method": "the ωB97M-V functional and the def2-TZVPD basis",
  "symbols": ["Ba", "C", "C", "O", "C", "C", "C", "C", "C", "C", "O", "H", "H", "H", "H", "H", "H", "H", "F", "C", "F", "F", "S", "O", "O", "O", "C", "C", "C", "C", "C", "C", "Si", "C", "C", "C", "C", "C", "C", "C", "C", "C", "C", "C", "C", "H", "H", "H", "H", "H", "H", "H", "H", "H", "H", "H", "H", "H", "H", "H", "F", "C", "F", "C", "F", "F", "F", "C", "N", "C", "N", "S", "H", "H", "H", "H", "H", "H"],
  "xyz": [[0.111, 0.385, 0.500], [3.610, 0.800, 3.871], [2.294, 1.182, 3.230], [1.995, 0.602, 2.184], [1.455, 2.186, 3.858], [1.722, 2.594, 5.180], [0.946, 3.510, 5.845], [-0.149, 4.078, 5.159], [-0.431, 3.726, 3.868], [0.343, 2.758, 3.141], [0.034, 2.474, 1.940], [4.158, 0.198, 3.149], [3.434, 0.214, 4.777], [4.193, 1.680, 4.145], [2.565, 2.153, 5.700], [1.168, 3.788, 6.867], [-0.776, 4.808, 5.662], [-1.264, 4.167, 3.332], [-0.336, -0.556, 3.731], [-1.665, -0.765, 3.725], [-2.251, 0.276, 4.316], [-1.885, -1.849, 4.490], [-2.249, -0.970, 1.993], [-3.480, -1.704, 2.121], [-2.336, 0.372, 1.500], [-1.171, -1.692, 1.367], [-5.464, 0.277, -2.787], [-4.561, 0.279, -3.845], [-3.306, 0.864, -3.697], [-2.905, 1.460, -2.494], [-3.835, 1.439, -1.438], [-5.094, 0.864, -1.579], [-1.116, 2.096, -2.150], [-1.478, 3.943, -1.688], [-2.684, 4.612, -1.941], [-2.866, 5.951, -1.601], [-1.837, 6.664, -0.996], [-0.632, 6.024, -0.729], [-0.463, 4.685, -1.065], [-0.426, 2.328, -3.941], [-0.885, 3.322, -4.815], [-0.371, 3.458, -6.101], [0.626, 2.595, -6.549], [1.101, 1.604, -5.700], [0.582, 1.476, -4.413], [-6.438, -0.185, -2.896], [-4.827, -0.196, -4.783], [-2.611, 0.838, -4.531], [-3.555, 1.866, -0.478], [-5.784, 0.863, -0.741], [-3.501, 4.072, -2.409], [-3.814, 6.437, -1.809], [-1.976, 7.705, -0.726], [0.173, 6.564, -0.242], [0.474, 4.193, -0.824], [-1.657, 4.007, -4.478], [-0.745, 4.240, -6.754], [1.033, 2.703, -7.548], [1.888, 0.933, -6.029], [0.978, 0.710, -3.757], [2.918, 0.991, -0.737], [3.758, -0.168, -0.603], [2.767, -1.163, -0.272], [4.045, -0.502, -2.053], [4.810, 0.455, -2.622], [4.741, -1.664, -2.146], [2.975, -0.658, -2.881], [-2.641, -4.566, 0.493], [-2.254, -4.190, -0.855], [-2.719, -3.108, -1.518], [-3.694, -2.396, -0.909], [-2.146, -2.728, -3.040], [-2.170, -5.517, 0.732], [-3.723, -4.695, 0.553], [-2.332, -3.828, 1.233], [-1.440, -4.606, -1.269], [-3.764, -2.398, 0.101], [-3.950, -1.531, -1.366]],
  "forces_ev_per_a": [[1.59, 0.82, -1.36], [0.09, -0.08, -0.05], [0.01, -0.12, -0.24], [0.35, 0.09, 0.73], [-0.13, 0.06, -0.09], [0.03, -0.01, 0.00], [-0.10, 0.05, -0.07], [0.11, -0.10, -0.05], [-0.05, 0.10, -0.01], [-0.04, 0.01, -0.06], [0.02, 0.03, 0.37], [0.01, 0.02, 0.04], [0.01, 0.00, -0.02], [0.01, -0.01, 0.01], [-0.01, 0.00, -0.01], [0.00, 0.00, 0.00], [-0.01, 0.00, -0.01], [0.00, -0.02, 0.02], [-0.21, 0.12, -0.11], [0.43, 0.06, 0.58], [-0.05, -0.10, -0.07], [-0.13, 0.05, -0.28], [-1.31, -0.64, 0.89], [-0.20, -0.03, 0.01], [-0.48, 0.88, 0.01], [0.60, -1.20, -0.17], [0.09, 0.03, -0.07], [0.04, 0.06, 0.11], [-0.09, 0.02, 0.13], [-0.08, -0.08, -0.04], [-0.01, -0.09, -0.12], [0.12, 0.07, 0.01], [-0.14, 0.17, -0.11], [-0.02, 0.04, -0.01], [0.11, 0.10, 0.08], [0.09, -0.07, 0.02], [-0.04, -0.09, -0.05], [0.00, -0.08, -0.02], [-0.18, 0.05, -0.04], [0.05, -0.09, -0.01], [0.08, -0.05, -0.09], [0.02, -0.07, 0.08], [-0.07, 0.03, 0.10], [-0.01, -0.01, 0.04], [-0.13, 0.18, -0.06], [0.00, -0.01, 0.00], [0.00, 0.00, 0.01], [-0.03, 0.00, 0.02], [-0.03, -0.02, -0.04], [0.01, 0.00, -0.01], [0.01, 0.01, 0.00], [0.01, -0.01, 0.00], [0.00, 0.00, 0.00], [-0.02, -0.01, -0.01], [0.00, 0.01, 0.01], [0.03, -0.02, -0.02], [0.01, -0.01, 0.01], [0.00, 0.00, 0.00], [-0.04, 0.03, 0.01], [0.01, -0.01, 0.00], [-0.15, 0.01, 0.03], [-0.06, 0.08, 0.17], [-0.20, -0.06, 0.04], [0.11, -0.07, -0.06], [0.01, -0.01, -0.02], [-0.03, 0.03, -0.02], [-0.04, 0.00, -0.04], [0.02, 0.06, -0.10], [-0.05, 0.03, 0.23], [-0.12, -0.01, 0.04], [0.11, -0.03, 0.04], [0.11, -0.02, -0.20], [0.01, -0.04, -0.01], [-0.01, 0.00, 0.01], [0.00, -0.02, 0.00], [-0.01, 0.00, -0.05], [-0.05, 0.01, 0.00], [0.01, 0.00, -0.03]],
  "largest_force_ev_per_a": 2.24,
  "total_energy_ev": -97806.431,
  "e_above_lowest_kj_mol": 111.49,
  "charge": -2,
  "lumo_ev": 4.097
}


Number 1: Kohn-Sham gap 4.51 eV. Number 2: Kohn-Sham gap 3.95 eV. Number 3: Kohn-Sham gap 5.83 eV.